Entry 1:
A 11-piece molecular cluster, C19H44O19 overall. Source: the Open Molecules 2025 dataset; level of theory: the ωB97M-V functional and the def2-TZVPD basis.

Values from the calculation:
* SMILES string: C[C@H]1COC(=O)O1.C[C@H]1COC(=O)O1.C[C@H]1COC(=O)O1.C[C@H]1COC(=O)O1.CO.CO.CO.O.O.O.O
* E_LUMO: -0.523 eV
* calculated total energy: -59316.8953 eV
* E_HOMO: -9.924 eV

Last columns: bonded neighbours and bond lengths (Å).
Cartesian coordinates (Å):
1 O -1.063 -0.847 -1.422  H2 0.957, H3 0.957
2 H -0.998 -1.801 -1.375  O1 0.957
3 H -0.736 -0.543 -0.575  O1 0.957
4 O 0.121 -3.349 3.276  H5 0.957, H6 0.957
5 H -0.404 -3.962 3.790  O4 0.957
6 H 0.895 -3.850 3.022  O4 0.957
7 O 0.586 -1.078 4.542  H8 0.957, H9 0.957
8 H 0.591 -1.999 4.283  O7 0.957
9 H -0.254 -0.957 4.984  O7 0.957
10 O 3.905 -2.183 3.536  H11 0.957, H12 0.957
11 H 4.166 -1.675 4.304  O10 0.957
12 H 4.101 -1.613 2.793  O10 0.957
13 C -3.203 -2.804 2.234  C14 1.578, H20 1.090, H21 1.090, H22 1.090
14 C -4.542 -2.170 2.777  C13 1.578, C15 1.593, O19 1.438, H23 1.090
15 C -4.517 -0.682 3.345  C14 1.593, O16 1.404, H24 1.090, H25 1.090
16 O -5.521 -0.016 2.624  C15 1.404, C17 1.350
17 C -5.893 -0.749 1.554  O16 1.350, O18 1.237, O19 1.372
18 O -6.770 -0.422 0.746  C17 1.237
19 O -5.328 -1.998 1.586  C14 1.438, C17 1.372
20 H -2.465 -3.099 2.981  C13 1.090
21 H -2.756 -2.026 1.616  C13 1.090
22 H -3.282 -3.638 1.536  C13 1.090
23 H -5.095 -2.838 3.437  C14 1.090
24 H -3.543 -0.215 3.193  C15 1.090
25 H -4.765 -0.763 4.403  C15 1.090
26 C 1.351 1.857 -2.179  C27 1.539, H33 1.090, H34 1.090, H35 1.090
27 C 1.461 3.007 -3.196  C26 1.539, C28 1.492, O32 1.404, H36 1.090
28 C 1.433 2.586 -4.627  C27 1.492, O29 1.442, H37 1.090, H38 1.090
29 O 0.334 3.339 -5.179  C28 1.442, C30 1.373
30 C -0.350 3.934 -4.148  O29 1.373, O31 1.211, O32 1.290
31 O -1.442 4.445 -4.264  C30 1.211
32 O 0.286 3.758 -3.040  C27 1.404, C30 1.290
33 H 0.753 2.063 -1.291  C26 1.090
34 H 2.369 1.575 -1.913  C26 1.090
35 H 0.990 0.924 -2.613  C26 1.090
36 H 2.330 3.627 -2.976  C27 1.090
37 H 1.173 1.527 -4.602  C28 1.090
38 H 2.414 2.715 -5.084  C28 1.090
39 C 3.955 -1.577 -1.632  C40 1.549, H46 1.090, H47 1.090, H48 1.090
40 C 4.438 -0.674 -2.795  C39 1.549, C41 1.443, O45 1.427, H49 1.090
41 C 5.238 -1.317 -3.808  C40 1.443, O42 1.420, H50 1.090, H51 1.090
42 O 4.524 -1.082 -5.013  C41 1.420, C43 1.334
43 C 3.300 -0.602 -4.790  O42 1.334, O44 1.196, O45 1.373
44 O 2.438 -0.410 -5.598  C43 1.196
45 O 3.256 -0.242 -3.466  C40 1.427, C43 1.373
46 H 3.713 -2.557 -2.043  C39 1.090
47 H 3.103 -1.202 -1.065  C39 1.090
48 H 4.802 -1.676 -0.954  C39 1.090
49 H 4.959 0.206 -2.417  C40 1.090
50 H 5.375 -2.375 -3.587  C41 1.090
51 H 6.206 -0.873 -4.043  C41 1.090
52 C -2.785 2.181 -1.296  C53 1.498, H59 1.090, H60 1.090, H61 1.090
53 C -2.918 1.778 0.140  C52 1.498, C54 1.542, O58 1.425, H62 1.090
54 C -1.961 2.417 1.167  C53 1.542, O55 1.379, H63 1.090, H64 1.090
55 O -2.765 3.059 2.086  C54 1.379, C56 1.274
56 C -3.988 2.864 1.786  O55 1.274, O57 1.229, O58 1.310
57 O -4.923 3.337 2.427  C56 1.229
58 O -4.168 2.230 0.655  C53 1.425, C56 1.310
59 H -3.303 3.114 -1.518  C52 1.090
60 H -3.135 1.474 -2.048  C52 1.090
61 H -1.772 2.371 -1.652  C52 1.090
62 H -2.991 0.700 0.286  C53 1.090
63 H -1.286 3.096 0.646  C54 1.090
64 H -1.322 1.626 1.559  C54 1.090
65 C -0.088 -3.927 -0.214  O66 1.421, H67 1.090, H68 1.090, H69 1.090
66 O -0.450 -3.608 -1.551  C65 1.421, H70 0.960
67 H 0.356 -3.073 0.298  C65 1.090
68 H -1.080 -4.136 0.187  C65 1.090
69 H 0.545 -4.812 -0.156  C65 1.090
70 H -0.749 -4.373 -2.048  O66 0.960
71 C 2.169 3.334 2.503  O72 1.450, H73 1.090, H74 1.090, H75 1.090
72 O 1.837 3.111 1.109  C71 1.450, H76 0.960
73 H 1.252 3.385 3.090  C71 1.090
74 H 2.870 2.663 2.999  C71 1.090
75 H 2.540 4.341 2.695  C71 1.090
76 H 1.374 3.895 0.806  O72 0.960
77 C 1.058 -0.161 1.447  O78 1.479, H79 1.090, H80 1.090, H81 1.090
78 O -0.183 -0.962 1.372  C77 1.479, H82 0.960
79 H 1.892 -0.794 1.750  C77 1.090
80 H 1.334 0.218 0.463  C77 1.090
81 H 1.105 0.655 2.169  C77 1.090
82 H -0.105 -1.703 1.977  O78 0.960

These are the Mulliken partial charges, in e, on atoms 1 to 5:
1. O -0.6009
2. H 0.3264
3. H 0.1210
4. O -0.5824
5. H 0.2801



Entry 2:
A 3-piece molecular cluster, C19H45BFNO10S overall. Source: the Open Molecules 2025 dataset; level of theory: the ωB97M-V functional and the def2-TZVPD basis.

Values from the calculation:
* SMILES string: COCCCCCN(B(C)O)S(=O)(=O)F.COCCOCCOC.COCCOCCOC
* E_LUMO: 0.429 eV
* calculated total energy: -56624.9262 eV
* E_HOMO: -9.082 eV

Last columns: bonded neighbours and bond lengths (Å).
Cartesian coordinates (Å):
1 C 1.245 3.679 4.345  O2 1.416, H16 1.093, H17 1.095, H18 1.089
2 O 0.186 3.369 3.457  C1 1.416, C3 1.413
3 C 0.554 2.496 2.409  O2 1.413, C4 1.523, H19 1.099, H20 1.091
4 C 0.752 1.062 2.881  C3 1.523, C5 1.532, H21 1.093, H22 1.093
5 C 0.996 0.061 1.746  C4 1.532, C6 1.540, H23 1.089, H24 1.096
6 C 2.448 0.032 1.235  C5 1.540, C7 1.524, H25 1.089, H26 1.089
7 C 2.608 0.942 0.024  C6 1.524, N8 1.493, H27 1.091, H28 1.094
8 N 4.009 1.207 -0.420  C7 1.493, B9 1.535, S12 1.614
9 B 3.999 2.137 -1.642  N8 1.535, C10 1.559, O11 1.351
10 C 3.526 3.622 -1.606  B9 1.559, H29 1.093, H30 1.089, H31 1.091
11 O 4.371 1.564 -2.807  B9 1.351, H32 0.962
12 S 5.051 1.744 0.689  N8 1.614, O13 1.417, O14 1.421, F15 1.588
13 O 5.446 0.731 1.597  S12 1.417
14 O 6.006 2.565 0.030  S12 1.421
15 F 4.148 2.727 1.549  S12 1.588
16 H 1.199 3.060 5.245  C1 1.093
17 H 2.220 3.523 3.872  C1 1.095
18 H 1.157 4.727 4.627  C1 1.089
19 H 1.467 2.878 1.932  C3 1.099
20 H -0.244 2.535 1.666  C3 1.091
21 H 1.572 1.020 3.603  C4 1.093
22 H -0.158 0.775 3.414  C4 1.093
23 H 0.729 -0.934 2.101  C5 1.089
24 H 0.324 0.296 0.913  C5 1.096
25 H 2.722 -0.984 0.954  C6 1.089
26 H 3.106 0.319 2.054  C6 1.089
27 H 2.070 1.880 0.169  C7 1.091
28 H 2.135 0.436 -0.822  C7 1.094
29 H 2.549 3.724 -1.128  C10 1.093
30 H 3.446 4.016 -2.618  C10 1.089
31 H 4.218 4.248 -1.042  C10 1.091
32 H 4.427 0.604 -2.763  O11 0.962
33 C 3.595 -2.324 -1.578  O34 1.406, H42 1.098, H43 1.089, H44 1.095
34 O 2.587 -2.978 -2.308  C33 1.406, C35 1.416
35 C 2.837 -3.083 -3.697  O34 1.416, C36 1.514, H45 1.096, H46 1.099
36 C 2.368 -4.411 -4.254  C35 1.514, O37 1.417, H47 1.093, H48 1.091
37 O 3.146 -5.528 -3.859  C36 1.417, C38 1.419
38 C 3.009 -6.028 -2.539  O37 1.419, C39 1.513, H49 1.091, H50 1.093
39 C 1.725 -6.783 -2.272  C38 1.513, O40 1.415, H51 1.099, H52 1.096
40 O 0.608 -5.916 -2.221  C39 1.415, C41 1.409
41 C -0.568 -6.452 -2.782  O40 1.409, H53 1.096, H54 1.089, H55 1.096
42 H 3.526 -1.234 -1.683  C33 1.098
43 H 3.459 -2.579 -0.528  C33 1.089
44 H 4.596 -2.648 -1.884  C33 1.095
45 H 3.906 -2.960 -3.907  C35 1.096
46 H 2.292 -2.288 -4.225  C35 1.099
47 H 2.498 -4.355 -5.338  C36 1.093
48 H 1.307 -4.558 -4.047  C36 1.091
49 H 3.154 -5.246 -1.791  C38 1.091
50 H 3.824 -6.749 -2.434  C38 1.093
51 H 1.833 -7.294 -1.305  C39 1.099
52 H 1.586 -7.548 -3.044  C39 1.096
53 H -0.372 -6.911 -3.757  C41 1.096
54 H -1.269 -5.629 -2.916  C41 1.089
55 H -1.027 -7.201 -2.127  C41 1.096
56 C -6.653 -0.299 -0.298  O57 1.408, H65 1.096, H66 1.089, H67 1.095
57 O -5.879 0.867 -0.146  C56 1.408, C58 1.415
58 C -6.523 2.059 -0.557  O57 1.415, C59 1.514, H68 1.096, H69 1.099
59 C -6.198 3.220 0.358  C58 1.514, O60 1.418, H70 1.093, H71 1.091
60 O -6.790 3.147 1.644  C59 1.418, C61 1.419
61 C -6.249 2.245 2.596  O60 1.419, C62 1.514, H72 1.091, H73 1.093
62 C -4.924 2.668 3.193  C61 1.514, O63 1.413, H74 1.099, H75 1.096
63 O -3.869 2.555 2.258  C62 1.413, C64 1.413
64 C -2.902 3.581 2.346  O63 1.413, H76 1.096, H77 1.090, H78 1.093
65 H -6.677 -0.639 -1.340  C56 1.096
66 H -6.195 -1.077 0.311  C56 1.089
67 H -7.682 -0.144 0.044  C56 1.095
68 H -7.609 1.917 -0.591  C58 1.096
69 H -6.184 2.324 -1.568  C58 1.099
70 H -6.644 4.107 -0.100  C59 1.093
71 H -5.120 3.374 0.414  C59 1.091
72 H -6.183 1.230 2.201  C61 1.091
73 H -6.974 2.244 3.414  C61 1.093
74 H -4.721 2.015 4.053  C62 1.099
75 H -5.003 3.696 3.563  C62 1.096
76 H -3.374 4.568 2.407  C64 1.096
77 H -2.313 3.541 1.430  C64 1.090
78 H -2.236 3.444 3.201  C64 1.093

These are the Mulliken partial charges, in e, on atoms 1 to 5:
1. C -0.6754
2. O -0.3705
3. C -0.2548
4. C -0.5342
5. C -0.9605